[1]
Below is C20H28GaN3O2 as an isolated structure, with properties calculated with ωB97M-V/def2-TZVPD.

XYZ file:
```
54
Properties=species:S:1:pos:R:3:lowdin_charge:R:1
Ga 1.39410 -0.51928 -0.76010 0.65
C 0.96462 4.98836 0.18551 -0.04
C 0.76119 3.82232 1.11533 -0.29
C 1.54631 3.66644 2.25702 -0.07
C 1.32416 2.61172 3.13563 -0.10
C 0.31894 1.68798 2.88022 -0.10
C -0.46689 1.82553 1.74188 -0.09
C -0.24548 2.88579 0.87200 -0.06
H 0.27079 5.79515 0.42952 0.09
H 0.78355 4.70591 -0.85162 0.08
H 1.97525 5.38821 0.26243 0.08
H 2.33052 4.38526 2.46532 0.11
H 1.93762 2.51459 4.02282 0.10
H 0.14539 0.86287 3.55924 0.11
H -1.23287 1.09536 1.51850 0.10
H -0.86314 2.98761 -0.01350 0.10
N 2.40400 0.72256 0.55531 0.06
N 3.67327 0.89727 -0.03147 0.04
C 3.80823 0.53933 -1.39018 -0.65
O 4.76538 0.90848 -2.01208 0.11
O 2.84807 -0.24930 -1.84223 -0.03
H 1.89733 1.60374 0.67416 0.08
H 2.49009 0.30116 1.47556 0.13
H 4.17795 1.73095 0.23073 0.15
C -2.15384 1.05245 -1.60852 -0.07
C -1.76314 -0.11088 -2.52328 -0.37
C -0.42952 0.17325 -3.22742 -0.07
C -1.86769 -1.45573 -1.81937 -0.16
C -2.83348 -2.33987 -2.29064 -0.05
C -3.06194 -3.56314 -1.68652 -0.10
C -2.31581 -3.89885 -0.56952 -0.05
C -1.33525 -3.05360 -0.06424 -0.16
C -0.61468 -3.49763 1.19983 -0.38
C -0.89543 -2.56899 2.38447 -0.07
C 0.89018 -3.74582 1.04414 -0.08
C -1.07912 -1.81861 -0.70542 -0.30
N -0.15289 -0.93931 -0.13608 -0.04
H -2.12965 1.99789 -2.15712 0.08
H -1.46115 1.11188 -0.76808 0.02
H -3.16049 0.91328 -1.21216 0.09
H -2.51192 -0.15458 -3.31912 0.12
H 0.28754 0.67019 -2.56731 0.03
H -0.58381 0.86007 -4.06234 0.08
H 0.02852 -0.73448 -3.62519 0.09
H -3.42569 -2.05205 -3.15275 0.11
H -3.81713 -4.23641 -2.07049 0.10
H -2.49610 -4.84479 -0.07008 0.11
H -1.05291 -4.46907 1.44841 0.12
H -0.50779 -1.57183 2.17258 0.04
H -0.42006 -2.95153 3.29179 0.07
H -1.96774 -2.48977 2.57013 0.08
H 1.45592 -2.81847 1.13830 0.04
H 1.12566 -4.19922 0.07915 0.08
H 1.24107 -4.42237 1.82682 0.08
```

Summary:
HOMO (eV): -7.28
Molar mass (g/mol): 412.19
Frontier orbital gap (eV): 7.29
Relative energy (zero: lowest compared OMol25 entry of this formula, charge and spin) (kJ/mol): 0.0

***

[2]
Below is a 2-piece molecular cluster, C2H4NO4 overall in a non-equilibrium geometry, with properties calculated with ωB97M-V/def2-TZVPD.

XYZ file:
```
11
Properties=species:S:1:pos:R:3:lowdin_charge:R:1
N -1.20233 0.44828 0.39752 0.15
C -1.28750 -0.84455 0.85562 -0.72
O -0.23536 -1.60088 0.62384 0.06
O -2.20688 -1.33819 1.49903 -0.01
H -1.98435 1.08237 0.65963 0.11
H -0.43260 0.81459 -0.18658 0.04
H 0.57724 -1.13243 0.27371 0.00
O 1.66638 -0.36272 -0.24123 -0.10
C 1.70387 0.63729 -1.03050 -0.52
O 0.86925 1.57372 -1.11205 -0.11
H 2.53226 0.72252 -1.73900 0.09
```

Summary:
HOMO (eV): -5.62
Molar mass (g/mol): 106.06
Total charge: -1
Frontier orbital gap (eV): 9.77
Relative energy (zero: lowest compared OMol25 entry of this formula, charge and spin) (kJ/mol): 23.9

***

[3]
Below is C6H13HgN2 as an isolated structure in a non-equilibrium geometry, with properties calculated with ωB97M-V/def2-TZVPD.

XYZ file:
```
22
Properties=species:S:1:pos:R:3:lowdin_charge:R:1
C -1.67336 -2.45826 -1.15828 -0.15
Hg -0.14172 -0.09960 -0.44783 0.38
N 1.60995 1.48774 0.75484 -0.06
H 0.87879 -0.07449 -1.74814 -0.21
H 1.36801 2.45113 0.50256 0.00
H -0.61547 -2.29562 -0.85440 -0.06
H -1.64772 -2.88497 -2.16452 0.01
H -2.27891 -1.52998 -1.19308 -0.01
H -2.11715 -3.14162 -0.42629 0.01
H 1.77789 1.47949 1.75590 0.01
H 2.51038 1.30469 0.30146 0.00
C -4.09113 0.81808 2.63244 -0.21
C -3.77237 -0.50446 2.36462 -0.17
C -2.62193 -0.82383 1.65765 -0.25
N -1.78278 0.13844 1.19688 -0.17
C -2.10276 1.43862 1.40696 -0.27
C -3.23323 1.79596 2.14192 -0.18
H -4.98441 1.08723 3.20261 0.06
H -4.41116 -1.33262 2.68695 0.08
H -2.34992 -1.86127 1.41535 0.06
H -1.43665 2.17704 0.94888 0.05
H -3.40699 2.85816 2.29360 0.07
```

Summary:
HOMO (alpha / beta) (eV): 0.66 / 0.64
Molar mass (g/mol): 313.77
Total charge: -1
Frontier orbital gap (alpha / beta) (eV): 2.87 / 2.88
Relative energy (zero: lowest compared OMol25 entry of this formula, charge and spin) (kJ/mol): 1.1

***

[4]
Below is a 3-piece molecular cluster, C4H16NO3 overall in a non-equilibrium geometry, with properties calculated with ωB97M-V/def2-TZVPD.

XYZ file:
```
24
Properties=species:S:1:pos:R:3:lowdin_charge:R:1
C 1.39887 1.37740 0.79652 -0.03
C 0.55518 0.28845 0.13221 -0.31
C 1.24756 -0.05644 -1.18904 -0.14
C 0.80363 -1.35328 -1.89011 -0.21
O 0.08042 -2.22394 -1.01969 -0.08
N -0.84125 0.85536 -0.20283 0.22
H 0.86820 1.90182 1.58241 0.06
H 1.63548 2.15884 0.07008 0.10
H 2.31506 0.94242 1.18686 0.10
H 0.41070 -0.58874 0.74654 0.14
H 1.22827 0.76411 -1.90813 0.13
H 2.31169 -0.14039 -0.95427 0.12
H 0.12979 -1.17573 -2.73127 0.12
H 1.70004 -1.82892 -2.28469 0.13
H 0.52194 -3.07048 -0.95023 0.10
H -1.57017 0.13699 -0.03868 0.10
H -0.99683 1.66761 0.37504 0.12
H -0.79749 1.12666 -1.18561 0.16
H -0.57908 1.74842 2.93667 0.04
H -2.10814 1.25323 3.09983 0.07
O -1.37238 1.42843 2.50566 -0.03
H -2.28952 -1.95284 -0.44605 0.06
H -2.22505 -1.90462 1.06746 0.08
O -2.42694 -1.35435 0.30134 -0.04
```

Summary:
HOMO (eV): -14.34
Molar mass (g/mol): 126.18
Total charge: +1
Frontier orbital gap (eV): 11.60
Relative energy (zero: lowest compared OMol25 entry of this formula, charge and spin) (kJ/mol): 37.4

***

[5]
Below is an isolated molecule of C2H4ClFO2 in a non-equilibrium geometry, with properties calculated with ωB97M-V/def2-TZVPD.

XYZ file:
```
10
Properties=species:S:1:pos:R:3:lowdin_charge:R:1
O 0.31690 -1.43784 -0.45328 0.00
C 0.78290 -0.56326 0.45397 -0.73
Cl 2.20036 0.31216 -0.18971 0.66
O -0.24230 0.50201 0.82487 -0.11
C -0.89365 1.05084 -0.24820 -0.30
F -1.87850 0.22123 -0.71999 -0.01
H 0.28244 -2.33686 -0.10832 0.13
H 1.05417 -0.96377 1.43364 0.12
H -0.22880 1.25691 -1.10056 0.11
H -1.39351 1.95857 0.10758 0.13
```

Summary:
HOMO (eV): -11.07
Molar mass (g/mol): 114.50
SMILES: O[C@@H](Cl)OCF
Frontier orbital gap (eV): 11.60
Relative energy (zero: lowest compared OMol25 entry of this formula, charge and spin) (kJ/mol): 49.8

***

[6]
Below is C25H26Cl2N11O2PS3SeZr as an isolated structure, with properties calculated with ωB97M-V/def2-TZVPD.

XYZ file:
```
72
Properties=species:S:1:pos:R:3:lowdin_charge:R:1
Zr 0.34465 0.03301 -0.18091 1.14
S -1.36005 1.81980 -0.51565 0.58
C -1.84838 2.01677 1.15716 -0.78
N -2.61999 3.03467 1.59967 0.12
N -2.96518 3.91886 0.77447 0.06
C -3.77660 5.02872 1.11854 -0.21
C -4.28335 5.17501 2.40370 -0.01
C -5.06647 6.28127 2.67665 -0.05
C -5.33648 7.21785 1.68403 -0.05
C -4.82358 7.05273 0.40549 -0.05
C -4.03709 5.95098 0.11430 -0.01
N -1.54825 1.16606 2.11547 0.03
N -0.79057 0.16023 1.79875 -0.14
C -0.63345 -0.74857 2.89301 -0.29
C -0.89522 -0.36375 4.21432 -0.06
C -0.75210 -1.26987 5.25321 -0.06
C -0.36035 -2.58403 5.00839 -0.08
C -0.10704 -2.97540 3.70174 -0.08
C -0.23131 -2.06507 2.65387 -0.07
H -2.64894 3.84735 -0.19857 0.11
H -4.06798 4.43577 3.16162 0.11
H -5.47303 6.41451 3.66957 0.12
H -5.95167 8.07792 1.90976 0.12
H -5.03522 7.77944 -0.36614 0.12
H -3.63140 5.81081 -0.88105 0.12
H -1.22808 0.64442 4.41018 0.10
H -0.97020 -0.95089 6.26424 0.12
H -0.28172 -3.29414 5.82073 0.12
H 0.17326 -3.99763 3.48079 0.12
H -0.02562 -2.41003 1.65193 0.08
S 0.01851 -0.00022 -2.76130 0.60
C 1.73908 0.13354 -2.71237 -1.09
S 2.31678 1.17511 -1.43380 0.57
C 2.59097 -0.59946 -3.50102 -0.37
C 3.98301 -0.60054 -3.20459 -0.20
N 5.08098 -0.58274 -2.85406 0.17
C 2.09092 -1.54749 -4.44193 -0.27
N 1.67394 -2.30773 -5.19816 0.19
Cl 1.44602 2.87586 1.18594 0.56
C 2.01517 3.29535 2.81426 -0.91
Cl 1.30383 2.25311 4.05843 0.61
H 1.70679 4.31395 3.01388 0.04
H 3.08801 3.16039 2.83356 0.02
N 2.40562 -0.91377 4.13236 0.15
C 3.34155 -1.53694 3.14406 -0.16
P 3.29336 -0.43258 1.67849 0.46
O 3.79955 0.88662 2.12165 -0.31
O 1.87165 -0.61530 1.14769 -0.52
C 4.46954 -1.06596 0.41446 -0.17
N 5.15681 0.11805 -0.17258 0.10
H 2.46965 -1.34939 5.05303 0.17
H 1.43036 -1.03204 3.80918 0.08
H 2.58132 0.09715 4.22432 0.08
H 3.00849 -2.55417 2.94445 0.11
H 4.33927 -1.54622 3.57884 0.12
H 3.94191 -1.57893 -0.38736 0.08
H 5.21540 -1.73430 0.84407 0.12
H 5.88247 -0.15885 -0.84276 0.13
H 5.51277 0.73330 0.56333 0.15
H 4.44948 0.65208 -0.72592 0.03
Se 1.76616 -3.85500 -1.93343 1.25
N 0.27342 -4.76514 -1.98741 -0.18
C -0.67418 -4.01174 -1.44777 -0.35
C -2.05521 -4.32586 -1.29590 0.06
C -2.85631 -3.38174 -0.72668 0.00
C -2.32966 -2.12234 -0.32687 -0.06
N -1.06692 -1.79731 -0.45893 -0.06
C -0.23194 -2.74209 -0.98198 -0.53
N 1.04879 -2.44698 -1.11284 -0.27
H -2.43679 -5.28006 -1.63375 0.14
H -3.91263 -3.56128 -0.58881 0.12
H -2.98176 -1.36362 0.08999 0.13
```

Summary:
HOMO (eV): -12.67
Molar mass (g/mol): 880.82
Total charge: +2
Frontier orbital gap (eV): 5.96
Relative energy (zero: lowest compared OMol25 entry of this formula, charge and spin) (kJ/mol): 0.0

***

[7]
Below is an isolated ion of composition C9H11N2O and charge +1 in a non-equilibrium geometry, with properties calculated with ωB97M-V/def2-TZVPD.

XYZ file:
```
23
Properties=species:S:1:pos:R:3:lowdin_charge:R:1
C -1.61397 -0.66802 -0.27469 -0.41
C -1.14676 -2.11326 -0.71337 0.01
C 0.11105 -2.41284 -0.65880 0.05
C -0.59934 1.21429 -0.59741 -0.18
C 1.37104 -2.11935 0.01799 -0.18
C 1.62881 -0.59640 0.13430 -0.11
C 0.79986 0.24563 1.25109 -0.03
C -0.54554 0.98503 0.89969 -0.15
C -0.35821 2.63173 -0.98129 0.10
N -2.77261 -0.07662 0.16935 0.27
N -1.69051 0.01192 1.03936 0.10
O -0.97917 0.19954 -1.18145 0.21
H -2.00882 -2.75565 -0.96157 0.12
H 1.16360 -2.57878 0.95746 0.12
H 2.18458 -2.68341 -0.57455 0.16
H 2.61933 -0.54760 0.36936 0.07
H 1.49316 -0.15051 -0.95077 0.15
H 0.57847 -0.47773 2.00509 0.12
H 1.37613 1.01221 1.58697 0.08
H -0.72895 1.88506 1.47035 0.16
H -1.13672 3.22095 -0.53058 0.13
H -0.25417 2.87280 -1.97678 0.09
H 0.50873 2.90100 -0.49972 0.09
```

Summary:
HOMO (alpha / beta) (eV): -13.91 / -12.31
Molar mass (g/mol): 163.20
Total charge: +1
Frontier orbital gap (alpha / beta) (eV): 8.65 / 6.51
Relative energy (zero: lowest compared OMol25 entry of this formula, charge and spin) (kJ/mol): 844.8